(1)
The following is a quantum chemistry calculation of a structure of composition C32H47N3O2PSSiTa at a distorted geometry, from the OMol25 dataset.

Structure (XYZ):
```
88
C32H47N3O2PSSiTa wB97M-V/def2-TZVPD
Ta -0.543 -0.947 -0.511
N -1.617 -1.409 -2.803
C -2.118 -2.819 -2.731
C -1.270 -3.483 -1.679
O -0.589 -4.438 -1.759
O -1.339 -2.652 -0.556
H -2.348 -0.826 -3.201
H -0.840 -1.391 -3.460
H -2.052 -3.362 -3.670
H -3.153 -2.800 -2.393
C 4.474 -2.859 -3.182
Si 4.729 -1.228 -2.347
C 5.206 -1.396 -0.565
C 5.964 -0.166 -3.231
C 3.056 -0.290 -2.501
C 2.914 0.763 -3.407
C 1.698 1.420 -3.619
C 0.609 1.026 -2.889
N 0.724 0.030 -1.993
C 1.895 -0.623 -1.812
S 1.704 -1.968 -0.676
H 5.419 -3.406 -3.232
H 4.114 -2.728 -4.205
H 3.761 -3.486 -2.642
H 6.200 -1.850 -0.514
H 4.528 -2.030 0.008
H 5.258 -0.419 -0.081
H 6.968 -0.562 -3.055
H 5.955 0.864 -2.866
H 5.813 -0.152 -4.313
H 3.777 1.085 -3.978
H 1.606 2.219 -4.341
H -0.365 1.484 -3.000
C -4.951 -1.784 2.173
C -3.618 -2.009 1.457
C -2.552 -2.522 2.430
P -2.989 -0.514 0.609
C -4.309 0.310 -0.351
C -3.716 1.532 -1.054
C -4.985 -0.644 -1.335
C -2.534 0.659 1.877
C -3.422 1.280 2.754
C -2.972 2.174 3.717
C -3.920 2.849 4.670
C -1.600 2.425 3.772
C -0.708 1.833 2.893
C -1.182 0.950 1.932
N -0.320 0.383 0.930
C 1.059 0.859 0.968
C 1.387 2.034 0.285
C 0.353 2.895 -0.391
C 2.707 2.463 0.329
C 3.673 1.786 1.066
C 5.091 2.286 1.109
C 3.287 0.663 1.795
C 1.987 0.184 1.770
C 1.589 -0.976 2.639
H -5.318 -2.742 2.543
H -5.723 -1.369 1.524
H -4.826 -1.131 3.036
H -3.757 -2.745 0.658
H -2.386 -1.803 3.234
H -1.597 -2.731 1.945
H -2.891 -3.455 2.880
H -5.042 0.646 0.388
H -2.993 1.226 -1.820
H -3.215 2.204 -0.354
H -4.501 2.099 -1.554
H -4.293 -0.947 -2.124
H -5.827 -0.146 -1.817
H -5.370 -1.544 -0.853
H -4.483 1.071 2.690
H -4.955 2.591 4.455
H -3.819 3.933 4.613
H -3.704 2.559 5.699
H -1.218 3.114 4.517
H 0.346 2.070 2.954
H 0.084 3.726 0.265
H -0.570 2.360 -0.616
H 0.743 3.329 -1.311
H 2.982 3.368 -0.203
H 5.452 2.531 0.109
H 5.761 1.552 1.552
H 5.155 3.198 1.706
H 4.020 0.154 2.413
H 2.468 -1.482 3.032
H 0.990 -1.719 2.109
H 0.994 -0.630 3.488
```

Results
LUMO energy in eV: -7.320
Total charge: +2
DFT total energy in eV: -72056.9037
HOMO in Ha: -0.5041

=====

(2)
The following is a quantum chemistry calculation of the molecule H4NP at a distorted geometry, from the OMol25 dataset.

Structure (XYZ):
```
6
H4NP wB97M-V/def2-TZVPD
N -0.118 0.330 0.812
P -0.028 0.600 -0.923
H -1.093 0.316 1.076
H 0.320 1.228 1.228
H 0.649 -0.594 -1.155
H 1.197 1.166 -0.758
```

Results
LUMO energy in eV: 0.963
Structure (SMILES): NP
DFT total energy in eV: -10842.9285
HOMO in Ha: -0.3324

=====

(3)
The following is a quantum chemistry calculation of a structure of composition C33H43BMgN8S3, from the OMol25 dataset.

Structure (XYZ):
```
89
C33H43BMgN8S3 wB97M-V/def2-TZVPD
Mg -0.061 0.488 0.547
C 4.381 -1.773 0.376
C 3.227 -2.403 -0.332
C 3.182 -3.738 -0.598
C 2.084 -4.303 -1.290
N 1.089 -3.550 -1.667
N 1.109 -2.230 -1.390
B -0.160 -1.633 -2.007
N -1.419 -2.456 -1.760
N -1.622 -3.394 -2.723
C -2.635 -4.203 -2.591
C -3.520 -4.084 -1.483
C -3.331 -3.146 -0.524
C -4.247 -2.997 0.645
C -2.196 -2.285 -0.680
S -1.942 -1.064 0.488
C -2.887 -5.274 -3.640
C -4.162 -4.889 -4.406
C -1.719 -5.411 -4.611
C -3.094 -6.626 -2.939
N -0.313 -0.157 -2.362
N -0.052 -0.970 -3.403
C 0.091 -0.563 -4.633
C -0.098 0.835 -4.823
C -0.403 1.683 -3.800
C -0.615 3.139 -4.021
C -0.496 1.161 -2.444
S -0.778 2.165 -1.121
C 0.352 -1.554 -5.737
C 1.058 -2.786 -5.172
C 1.203 -0.924 -6.843
C -1.036 -1.926 -6.295
C 2.113 -1.607 -0.741
S 2.109 0.085 -0.447
C 1.979 -5.780 -1.649
C 2.095 -5.903 -3.175
C 0.615 -6.306 -1.187
C 3.089 -6.600 -0.992
H 5.134 -2.519 0.617
H 4.050 -1.287 1.294
H 4.833 -0.998 -0.245
H 3.997 -4.372 -0.281
H -4.361 -4.760 -1.409
H -5.047 -3.732 0.595
H -4.684 -1.998 0.668
H -3.701 -3.129 1.580
H -4.037 -3.940 -4.932
H -5.024 -4.801 -3.743
H -4.391 -5.657 -5.145
H -1.505 -4.482 -5.131
H -1.966 -6.167 -5.356
H -0.815 -5.732 -4.091
H -3.983 -6.645 -2.308
H -2.230 -6.894 -2.329
H -3.224 -7.400 -3.695
H 0.004 1.233 -5.822
H -0.520 3.392 -5.074
H 0.107 3.716 -3.442
H -1.605 3.433 -3.667
H 2.029 -2.522 -4.746
H 1.230 -3.502 -5.975
H 0.457 -3.277 -4.406
H 2.162 -0.568 -6.462
H 0.697 -0.102 -7.348
H 1.405 -1.681 -7.600
H -1.669 -2.353 -5.517
H -0.917 -2.661 -7.092
H -1.540 -1.055 -6.716
H 1.341 -5.295 -3.672
H 1.952 -6.943 -3.470
H 3.080 -5.587 -3.525
H -0.195 -5.734 -1.644
H 0.513 -6.249 -0.102
H 0.510 -7.351 -1.481
H 4.083 -6.286 -1.316
H 2.976 -7.644 -1.282
H 3.040 -6.555 0.098
N -1.786 -0.869 6.552
C -1.124 -0.282 5.821
C -0.308 0.434 4.882
C 0.668 1.336 5.295
C 1.425 1.981 4.331
C 1.185 1.707 2.999
N 0.239 0.842 2.597
C -0.494 0.219 3.525
H 0.826 1.522 6.349
H 2.193 2.689 4.605
H 1.768 2.186 2.222
H -1.249 -0.477 3.180
```

Results
LUMO energy in eV: -6.039
Total charge: +2
DFT total energy in eV: -85458.2001
HOMO in Ha: -0.5168

=====

(4)
The following is a quantum chemistry calculation of a cluster of 10 separate species, C46H120N8O14 in total at a distorted geometry, from the OMol25 dataset.

Structure (XYZ):
```
188
C46H120N8O14 wB97M-V/def2-TZVPD
C 3.822 -3.621 5.600
O 2.479 -3.172 5.552
C 2.351 -1.854 5.067
C 2.487 -1.765 3.549
C 2.185 -0.356 3.045
N 1.706 -2.793 2.845
H 3.808 -4.646 5.967
H 4.377 -3.018 6.326
H 4.282 -3.637 4.610
H 1.369 -1.480 5.370
H 3.112 -1.225 5.554
H 3.527 -1.953 3.255
H 1.115 -0.206 2.860
H 2.695 -0.089 2.122
H 2.468 0.344 3.838
H 0.726 -2.502 2.740
H 1.609 -3.564 3.508
C 1.942 3.202 3.341
O 1.328 4.318 2.757
C 1.427 5.470 3.586
C 0.621 6.595 2.959
C -0.884 6.358 3.055
N 0.978 6.818 1.554
H 2.065 2.424 2.588
H 1.417 2.791 4.209
H 2.959 3.500 3.646
H 1.034 5.243 4.588
H 2.491 5.730 3.657
H 0.760 7.478 3.593
H -1.271 5.403 2.702
H -1.426 7.181 2.580
H -1.209 6.495 4.095
H 0.586 6.006 1.084
H 1.988 6.736 1.448
C -1.487 3.720 0.465
O -0.930 2.964 -0.564
C -1.677 1.883 -1.050
C -1.665 0.671 -0.151
C -0.276 0.034 -0.174
N -2.686 -0.265 -0.699
H -1.191 4.769 0.364
H -1.154 3.417 1.467
H -2.586 3.714 0.464
H -2.700 2.184 -1.334
H -1.256 1.632 -2.029
H -1.951 0.855 0.893
H 0.034 -0.106 -1.204
H -0.146 -0.841 0.468
H 0.381 0.767 0.315
H -3.523 0.316 -0.706
H -2.811 -1.083 -0.129
C -6.048 -2.481 3.294
O -6.557 -1.254 2.817
C -6.168 -0.897 1.522
C -6.287 0.594 1.297
C -7.766 0.973 1.415
N -5.796 0.879 -0.083
H -6.131 -3.266 2.532
H -6.642 -2.765 4.158
H -4.996 -2.386 3.576
H -5.178 -1.270 1.216
H -6.842 -1.387 0.794
H -5.685 1.195 1.982
H -8.142 0.757 2.418
H -8.359 0.462 0.655
H -7.918 2.054 1.311
H -6.396 0.277 -0.647
H -6.071 1.827 -0.330
C 2.414 0.107 -2.828
O 3.439 -0.491 -3.590
C 4.731 -0.151 -3.098
C 5.723 -1.193 -3.552
N 6.160 -0.985 -4.914
C 7.119 -1.951 -5.398
C 8.220 -1.302 -6.223
O 9.231 -2.245 -6.453
C 10.427 -1.691 -6.940
H 2.527 -0.219 -1.782
H 1.447 -0.242 -3.183
H 2.476 1.199 -2.811
H 4.713 -0.120 -2.002
H 4.968 0.840 -3.502
H 5.252 -2.178 -3.412
H 6.586 -1.105 -2.888
H 5.417 -0.787 -5.564
H 6.653 -2.731 -6.018
H 7.605 -2.490 -4.583
H 8.570 -0.415 -5.678
H 7.773 -0.937 -7.162
H 10.372 -1.601 -8.034
H 11.235 -2.393 -6.734
H 10.683 -0.718 -6.514
C 4.792 7.472 3.219
O 4.798 6.082 3.033
C 5.667 5.643 2.009
C 5.263 6.104 0.612
N 3.889 5.737 0.301
C 3.594 5.748 -1.123
C 4.022 4.435 -1.799
O 3.614 3.307 -1.035
C 2.217 3.149 -0.921
H 4.360 8.013 2.370
H 5.812 7.847 3.386
H 4.201 7.695 4.105
H 5.709 4.557 2.080
H 6.657 6.095 2.175
H 5.982 5.611 -0.065
H 5.484 7.174 0.560
H 3.776 4.824 0.729
H 4.140 6.577 -1.572
H 2.518 5.872 -1.257
H 5.108 4.342 -1.782
H 3.603 4.377 -2.811
H 1.719 3.068 -1.896
H 1.732 3.984 -0.405
H 2.064 2.230 -0.360
C -2.118 -3.271 5.521
O -2.649 -1.983 5.242
C -1.859 -1.206 4.377
C -2.134 -1.453 2.916
N -1.310 -2.572 2.419
C -1.794 -3.151 1.137
C -2.612 -4.402 1.372
O -1.886 -5.505 1.910
C -0.602 -5.715 1.353
H -2.368 -3.544 6.546
H -1.029 -3.321 5.421
H -2.561 -4.012 4.847
H -0.787 -1.296 4.605
H -2.025 -0.156 4.646
H -1.780 -0.610 2.319
H -3.201 -1.643 2.774
H -1.334 -3.390 3.023
H -0.922 -3.371 0.526
H -2.509 -2.499 0.650
H -2.980 -4.766 0.396
H -3.527 -4.264 1.949
H 0.119 -4.993 1.749
H -0.631 -5.684 0.257
H -0.298 -6.720 1.639
C -1.395 -2.364 -2.674
O -0.818 -3.394 -3.469
C -1.648 -4.513 -3.685
C -0.729 -5.676 -3.918
N -0.034 -5.989 -2.678
C 1.008 -6.994 -2.852
C 2.327 -6.433 -3.387
O 2.869 -5.502 -2.474
C 2.854 -4.169 -2.963
H -2.004 -1.666 -3.250
H -0.532 -1.776 -2.355
H -1.840 -2.759 -1.763
H -2.335 -4.347 -4.525
H -2.270 -4.751 -2.809
H -0.023 -5.427 -4.725
H -1.276 -6.571 -4.226
H 0.376 -5.131 -2.325
H 0.628 -7.707 -3.591
H 1.255 -7.511 -1.925
H 2.252 -6.055 -4.415
H 3.044 -7.259 -3.486
H 3.534 -4.116 -3.824
H 3.154 -3.459 -2.200
H 1.862 -3.906 -3.349
C -5.940 5.206 -0.105
C -6.261 4.706 -1.513
C -5.010 4.479 -2.334
O -6.897 3.417 -1.401
H -6.842 5.604 0.360
H -5.209 6.016 -0.182
H -5.471 4.416 0.478
H -6.876 5.419 -2.071
H -5.241 4.035 -3.300
H -4.272 3.890 -1.792
H -4.596 5.472 -2.532
H -7.734 3.508 -0.934
C -7.434 -3.070 -1.591
C -6.052 -3.712 -1.537
C -5.050 -2.855 -2.241
O -5.596 -3.923 -0.197
H -7.842 -3.179 -2.601
H -7.330 -1.991 -1.460
H -8.151 -3.525 -0.909
H -6.114 -4.704 -2.003
H -4.089 -3.359 -2.394
H -4.760 -1.960 -1.681
H -5.349 -2.569 -3.250
H -6.128 -4.621 0.196
```

Results
LUMO energy in eV: 0.591
Structure (SMILES): COC[C@H](C)N.COC[C@H](C)N.COC[C@H](C)N.COC[C@H](C)N.COCCNCCOC.COCCNCCOC.COCCNCCOC.COCCNCCOC.CC(C)O.CC(C)O
DFT total energy in eV: -90225.9561
HOMO in Ha: -0.3099

=====

(5)
The following is a quantum chemistry calculation of a structure of composition C4H3N3O2 at a distorted geometry, from the OMol25 dataset.

Structure (XYZ):
```
12
C4H3N3O2 wB97M-V/def2-TZVPD
C -1.461 -0.193 -0.075
C -0.143 -0.541 0.212
C 0.855 0.402 0.008
C 2.180 -0.247 0.146
H -2.782 -1.476 -0.754
H 0.118 -1.578 0.287
H 1.862 -1.454 0.820
N -2.603 -0.540 -0.366
N -0.747 2.264 0.073
N -1.545 1.447 0.280
O 3.350 0.254 -0.261
O 0.914 1.662 -0.371
```

Results
LUMO energy in eV: -1.321
DFT total energy in eV: -12755.7594
HOMO in Ha: -0.3613

=====

In the order shown, the computed frontier orbital gap values come out to 6.40, 10.01, 8.02, 9.02, 8.51 eV.